{
  "formula": "C15H26BNO4",
  "method": "ωB97M-V/def2-TZVPD",
  "species": ["O", "O", "O", "O", "B", "C", "N", "C", "C", "C", "C", "C", "C", "C", "C", "C", "C", "C", "C", "C", "C", "H", "H", "H", "H", "H", "H", "H", "H", "H", "H", "H", "H", "H", "H", "H", "H", "H", "H", "H", "H", "H", "H", "H", "H", "H", "H"],
  "coordinates": [[1.285048, 2.043723, 1.638040], [0.528122, 0.755635, 3.359483], [0.725549, 0.025434, -1.721940], [-0.013933, -1.052649, 0.444183], [1.030216, -0.410693, -0.403351], [1.478536, 1.239154, 2.538617], [1.931059, -1.665005, 2.630648], [-1.396781, 1.756833, 0.106799], [-0.879167, 2.479919, -2.228915], [2.552324, -0.102499, -0.113813], [2.860219, 0.723206, 2.795187], [3.467718, -0.848561, 0.880184], [-3.395164, -0.334430, -1.019066], [3.053913, -0.753602, 2.345302], [-2.649008, 0.650712, -1.973784], [-0.835988, -2.661045, -1.135699], [-1.639497, -0.177030, -2.841731], [-2.481748, -1.119163, 0.004176], [-1.366186, 1.342323, -1.320539], [-0.680807, -0.075068, -1.632418], [-1.019506, -1.230491, -0.558765], [-0.299739, 1.219952, 3.115660], [1.455232, -1.371858, 3.485846], [1.237735, -1.498256, 1.876315], [-2.170075, 2.502246, 0.254260], [-0.434427, 2.135720, 0.408631], [-1.632894, 0.977370, 0.819845], [0.169194, 2.688363, -1.987041], [-1.449090, 3.383547, -2.047220], [-0.928024, 2.256897, -3.259187], [2.414652, 0.937820, 0.146116], [2.882062, -0.193075, -1.141815], [3.551322, 1.361187, 2.247981], [3.091367, 0.837604, 3.854103], [3.486395, -1.905058, 0.605689], [4.522288, -0.462294, 0.796560], [-4.195337, 0.205370, -0.484824], [-3.931049, -1.072249, -1.658661], [3.887165, -1.140205, 2.968915], [-3.315436, 1.295360, -2.560360], [0.117409, -2.812723, -1.621956], [-1.656615, -2.958043, -1.756793], [-0.831042, -3.327878, -0.261484], [-1.957951, -1.199912, -3.038309], [-1.254833, 0.300439, -3.752572], [-2.446719, -0.661274, 0.961513], [-2.866513, -2.085754, 0.236188]],
  "forces_ev_per_a": [[-0.631, -0.611, 1.394], [-0.337, 0.828, -0.392], [-0.983, -1.730, 2.375], [2.261, 1.916, -2.671], [0.714, -0.778, 0.703], [0.736, 0.982, -1.095], [-0.546, 0.787, -0.869], [-0.382, 0.381, 0.587], [0.764, -0.302, 1.529], [-0.844, -0.909, 0.649], [-0.014, -0.395, 0.167], [0.342, 0.392, -0.349], [-0.320, -0.097, -0.066], [0.512, -0.623, 0.985], [0.990, -0.371, 0.002], [0.211, 0.497, 1.263], [0.201, -0.672, 0.534], [0.831, 1.048, -1.708], [-1.154, -1.992, -0.672], [-1.948, 1.204, -0.330], [-1.123, 0.061, -1.104], [0.309, -0.330, 0.092], [0.222, -0.218, -0.221], [0.344, -0.478, 0.861], [-0.027, 0.548, 0.047], [0.181, 0.440, 0.057], [0.033, -0.236, -0.165], [-0.095, 0.105, -0.057], [-0.212, 0.146, 0.149], [-0.120, -0.303, -1.137], [0.677, 0.593, -0.172], [0.747, 0.272, -0.056], [-0.050, 0.044, -0.027], [-0.122, -0.183, 0.117], [0.141, -0.036, 0.089], [-0.965, -0.289, -0.023], [0.359, -0.167, -0.021], [0.335, 0.402, 0.330], [-0.172, 0.282, -0.465], [-0.053, -0.116, 0.404], [0.222, 0.157, -0.390], [-0.365, -0.100, -0.519], [-0.071, 0.122, -0.170], [-0.028, 0.023, -0.409], [-0.259, -0.117, 0.385], [0.048, 0.750, 0.671], [-0.360, -0.925, -0.304]],
  "total_charge": 0,
  "relative_energy_kj_mol": 48.40,
  "largest_force_ev_per_a": 3.99,
  "orbital_gap_ev": 9.75,
  "e_lumo_ev": 0.615,
  "multiplicity": 1
}

{
  "formula": "C3H8N2OS",
  "method": "ωB97M-V/def2-TZVPD",
  "species": ["N", "C", "O", "C", "N", "C", "S", "H", "H", "H", "H", "H", "H", "H", "H"],
  "coordinates": [[-1.351932, 0.015183, -2.041410], [-0.505664, 0.656343, -1.312490], [0.174845, 1.598958, -1.466934], [-0.259941, -0.066427, 0.105204], [0.272318, -1.380800, -0.143262], [0.815200, 0.527618, 1.021950], [0.321952, 0.749842, 2.801281], [-1.839219, -0.880258, -1.685673], [-1.646980, 0.536930, -2.842760], [-1.276466, 0.012363, 0.674292], [-0.002481, -2.068592, 0.403066], [1.185109, -1.500756, -0.530988], [1.052087, 1.495081, 0.531144], [1.654194, -0.148675, 0.996258], [1.406975, 0.453190, 3.490327]],
  "forces_ev_per_a": [[-2.942, -2.398, -1.334], [1.871, -2.684, 6.306], [1.255, 3.750, -2.441], [-0.591, -0.297, 1.139], [-1.023, 1.674, -3.697], [0.032, 2.381, -0.315], [-1.119, 0.200, -0.873], [1.295, 2.400, -1.001], [-0.512, -0.447, -0.623], [1.571, -1.003, -1.029], [-1.377, -3.804, 3.114], [0.194, 0.447, -0.033], [0.357, -0.279, 0.879], [0.282, 0.284, 0.116], [0.706, -0.224, -0.209]],
  "total_charge": 0,
  "relative_energy_kj_mol": 199.91,
  "largest_force_ev_per_a": 7.10,
  "orbital_gap_ev": 9.27,
  "e_lumo_ev": 0.833,
  "multiplicity": 1
}